(1)
Molecular formula: C28H37N2O5S2
Method: DFT, ωB97M-V with the def2-TZVPD basis set

The highest occupied orbital energy is -10.368 eV. As for the calculated total energy: -64517.4882 eV. As for the multiplicity: 1. The total charge is +1. The value obtained for the HOMO-LUMO gap is 7.514 eV.

Each line ends with the Mulliken charge.
Element x y z (Å)
S  -0.80  -0.77  1.58  -0.2039
C  -1.13  0.78  1.20  0.0830
S  -0.88  2.04  2.43  -0.0667
C  0.38  1.38  3.56  -0.8564
C  1.79  1.47  2.87  0.0393
C  2.68  0.27  3.26  -1.4181
C  2.48  -0.97  2.34  0.0506
C  1.73  -2.14  3.04  -0.9869
O  2.63  -3.08  3.60  -0.5461
C  3.08  -3.88  2.51  -0.4014
C  3.71  -2.95  1.43  -0.5883
N  3.81  -1.56  1.92  -0.1148
N  -1.58  1.30  -0.03  0.5567
C  -2.74  0.62  -0.58  -0.9403
C  -3.89  1.37  -0.67  -0.1088
C  -5.07  0.85  -1.14  -0.8241
C  -5.11  -0.48  -1.54  -0.0248
C  -3.97  -1.25  -1.48  -1.0430
C  -2.81  -0.69  -0.99  0.3105
C  -0.51  1.56  -0.96  0.4523
C  -0.37  0.96  -2.20  -0.2376
C  0.66  1.26  -3.06  -0.8028
C  1.60  2.21  -2.70  -0.7462
C  1.47  2.81  -1.46  -0.3844
C  0.45  2.51  -0.60  -0.3993
H  0.40  2.08  4.41  0.4544
H  0.14  0.36  3.87  0.3092
H  2.29  2.39  3.20  0.4214
H  1.60  1.54  1.79  0.0216
H  3.74  0.58  3.23  0.4212
H  2.41  -0.04  4.27  0.4336
H  1.95  -0.64  1.44  0.6752
H  1.01  -1.74  3.75  0.4065
H  1.13  -2.62  2.25  0.4866
H  2.24  -4.45  2.09  0.3314
H  3.81  -4.58  2.93  0.4087
H  4.70  -3.35  1.18  0.3733
H  3.11  -3.01  0.52  0.3426
H  4.40  -1.52  2.76  0.4412
H  4.23  -1.01  1.16  0.3701
H  -3.86  2.41  -0.32  0.4231
H  -5.95  1.48  -1.15  0.3748
H  -6.06  -0.87  -1.89  0.3668
H  -4.01  -2.29  -1.81  0.5528
H  -1.93  -1.33  -0.94  0.4377
H  -1.10  0.23  -2.55  0.4823
H  0.74  0.75  -4.02  0.4017
H  2.40  2.47  -3.39  0.4276
H  2.18  3.57  -1.19  0.4117
H  0.42  3.05  0.33  0.5430
O  2.92  3.98  0.95  -0.4906
C  3.93  4.56  0.67  0.5174
O  3.94  5.81  0.15  -0.3645
C  5.29  6.19  -0.18  -0.4640
C  6.18  5.31  0.68  -0.5596
C  5.35  4.04  0.79  -0.3857
H  5.44  6.03  -1.25  0.2689
H  5.42  7.25  0.03  0.3205
H  7.17  5.16  0.26  0.3398
H  6.30  5.76  1.67  0.2836
H  5.54  3.35  -0.04  0.2852
H  5.50  3.53  1.74  0.2577
O  -4.28  -4.01  -2.81  -0.6435
C  -5.43  -4.32  -2.96  0.5403
O  -6.46  -3.61  -2.45  -0.3221
C  -7.70  -4.28  -2.71  -0.4612
C  -7.42  -5.18  -3.90  -0.4757
C  -5.95  -5.54  -3.69  -0.5374
H  -7.98  -4.84  -1.82  0.2677
H  -8.48  -3.54  -2.92  0.3188
H  -8.08  -6.04  -3.95  0.3308
H  -7.54  -4.62  -4.83  0.2743
H  -5.83  -6.41  -3.05  0.2700
H  -5.43  -5.68  -4.63  0.3122

(2)
Molecular formula: C28H37N4O
Method: DFT, ωB97M-V with the def2-TZVPD basis set

The energy above the lowest of the compared OMol25 structures with the same formula, charge and spin is 1.274 eV. The highest occupied orbital energy is -10.361 eV. As for the calculated total energy: -37637.5698 eV. As for the multiplicity: 1. The total charge is +1. The value obtained for the HOMO-LUMO gap is 5.585 eV.

Each line ends with the Mulliken charge.
Element x y z (Å)
C  -0.13  -1.32  1.53  -0.1943
C  1.37  -1.33  1.53  -0.8791
N  1.89  0.08  1.53  -0.2384
C  1.39  0.78  0.31  -0.7178
C  -0.12  0.79  0.31  -0.3164
N  -0.65  0.10  1.54  -0.2304
C  -0.11  0.79  2.75  -0.3099
C  1.40  0.78  2.75  -0.8001
H  -0.52  -1.79  0.62  0.5765
H  -0.52  -1.82  2.42  -0.0583
H  1.76  -1.82  2.42  0.4157
H  1.76  -1.82  0.62  0.2629
H  1.79  1.80  0.32  0.3859
H  1.77  0.24  -0.56  0.2367
H  -0.49  1.82  0.32  0.0494
H  -0.51  0.25  -0.56  0.5630
H  -0.49  1.82  2.74  0.1947
H  -0.50  0.26  3.63  0.4362
H  1.78  0.24  3.62  0.2984
H  1.79  1.80  2.73  0.3379
C  -8.23  5.13  1.95  -0.9295
N  -6.95  4.48  1.74  0.2725
C  -6.02  4.99  0.89  0.2078
O  -6.16  6.01  0.21  -0.6828
C  -4.80  4.08  0.93  -0.0086
C  -3.55  4.81  1.45  -0.4295
C  -3.12  5.96  0.55  0.6071
C  -3.10  7.26  1.06  -0.3179
C  -2.76  8.33  0.22  -0.6252
C  -2.42  8.09  -1.11  -0.4213
C  -2.42  6.78  -1.61  -0.7296
C  -2.76  5.71  -0.77  -0.2395
N  -5.25  2.99  1.81  0.6215
C  -4.48  1.91  2.07  0.2009
C  -4.86  0.87  2.92  0.2713
C  -4.13  -0.28  3.21  -0.5515
C  -4.60  -1.31  4.09  0.6846
C  -3.80  -2.46  4.36  -0.1036
C  -4.24  -3.47  5.21  -0.7748
C  -5.50  -3.39  5.82  -0.3351
C  -6.31  -2.27  5.58  -0.7902
C  -5.87  -1.25  4.73  -0.3258
C  -6.60  3.21  2.36  -0.0269
C  -6.59  3.39  3.88  -1.4928
C  -7.59  2.13  1.87  -1.5034
H  -8.24  6.07  1.39  0.3882
H  -9.05  4.50  1.61  0.3032
H  -8.38  5.35  3.01  0.3041
H  -4.61  3.69  -0.09  0.4058
H  -3.79  5.19  2.45  0.3699
H  -2.74  4.07  1.54  0.1272
H  -3.39  7.43  2.10  0.3134
H  -2.77  9.35  0.62  0.3711
H  -2.16  8.92  -1.77  0.3748
H  -2.15  6.58  -2.65  0.3776
H  -2.76  4.68  -1.14  0.3035
H  -3.52  1.88  1.56  0.7810
H  -5.84  0.96  3.39  -0.7612
H  -3.14  -0.40  2.75  0.3887
H  -2.82  -2.53  3.89  0.3819
H  -3.61  -4.34  5.40  0.3920
H  -5.85  -4.18  6.49  0.3912
H  -7.29  -2.19  6.05  0.3923
H  -6.53  -0.40  4.56  0.3430
H  -5.94  4.24  4.13  0.3250
H  -7.60  3.59  4.24  0.4846
H  -6.20  2.50  4.39  0.4133
H  -7.60  2.15  0.77  0.3654
H  -7.29  1.14  2.20  0.4114
H  -8.59  2.36  2.25  0.4625

(3)
Molecular formula: C28H37N4O
Method: DFT, ωB97M-V with the def2-TZVPD basis set

The energy above the lowest of the compared OMol25 structures with the same formula, charge and spin is 0.000 eV. The highest occupied orbital energy is -11.065 eV. As for the calculated total energy: -37638.8435 eV. As for the multiplicity: 1. The total charge is +1. The value obtained for the HOMO-LUMO gap is 6.736 eV.

Each line ends with the Mulliken charge.
Element x y z (Å)
C  2.73  4.74  -0.63  -0.9371
N  2.44  3.34  -0.81  0.2734
C  3.43  2.44  -1.10  0.1927
O  4.62  2.72  -1.25  -0.6910
C  2.78  1.06  -1.19  -0.0113
C  3.32  0.10  -0.13  -0.5529
C  4.81  -0.17  -0.28  0.4582
C  5.69  0.16  0.76  -0.3173
C  7.07  -0.01  0.58  -0.6192
C  7.55  -0.56  -0.61  -0.4117
C  6.66  -0.94  -1.63  -0.7532
C  5.29  -0.75  -1.45  -0.1893
N  1.35  1.37  -1.01  0.5457
C  0.42  0.38  -1.03  0.2934
C  -0.93  0.58  -0.80  0.4988
C  -1.94  -0.38  -0.71  -0.4131
C  -3.33  -0.02  -0.68  0.5356
C  -4.34  -0.99  -0.90  -0.6727
C  -5.69  -0.67  -0.79  -0.5094
C  -6.09  0.64  -0.50  1.1514
C  -7.54  0.96  -0.32  -1.4196
C  -5.12  1.64  -0.38  -0.8820
C  -3.77  1.33  -0.48  -0.6279
C  1.09  2.80  -0.76  0.0885
C  0.50  3.05  0.64  -1.5356
C  0.24  3.46  -1.85  -1.6099
H  3.81  4.89  -0.70  0.3788
H  2.23  5.34  -1.40  0.3025
H  2.38  5.08  0.35  0.3046
H  2.96  0.65  -2.20  0.4251
H  3.12  0.53  0.87  0.3681
H  2.75  -0.84  -0.21  0.2923
H  5.29  0.58  1.68  0.3161
H  7.75  0.29  1.37  0.3738
H  8.63  -0.69  -0.75  0.3748
H  7.03  -1.37  -2.56  0.3741
H  4.58  -1.04  -2.23  0.3422
H  0.80  -0.61  -1.31  0.8365
H  -1.27  1.61  -0.72  -0.9100
H  -1.68  -1.44  -0.68  0.3822
H  -4.04  -2.00  -1.17  0.4534
H  -6.45  -1.44  -0.91  0.4078
H  -7.68  2.02  -0.11  0.3666
H  -8.12  0.70  -1.22  0.3372
H  -7.97  0.38  0.51  0.3316
H  -5.43  2.67  -0.18  0.2949
H  -3.05  2.15  -0.42  0.2783
H  1.20  2.69  1.40  0.3364
H  0.34  4.13  0.77  0.4851
H  -0.45  2.53  0.76  0.4250
H  0.77  3.38  -2.81  0.3790
H  -0.73  2.97  -1.95  0.3531
H  0.09  4.52  -1.61  0.4807
C  0.49  -2.91  0.95  -0.6801
C  -0.89  -3.33  1.42  0.1699
N  -1.95  -2.75  0.98  -0.1299
C  -3.22  -3.34  1.40  -0.7971
C  -3.21  -3.96  2.79  -0.6394
C  -2.06  -4.93  2.92  -0.6890
N  -0.88  -4.35  2.31  -0.1786
H  1.27  -3.32  1.59  0.4182
H  0.65  -3.25  -0.08  0.2470
H  0.56  -1.82  0.95  0.0266
H  -3.95  -2.52  1.34  0.3922
H  -3.50  -4.13  0.69  0.2772
H  -3.10  -3.17  3.53  0.3244
H  -4.16  -4.48  2.95  0.3739
H  -1.85  -5.13  3.98  0.3636
H  -2.31  -5.89  2.44  0.3201
H  0.03  -4.71  2.57  0.2264